## P
Entry from the Open Molecules 2025 dataset: a single C5H6O2S molecule (wB97M-V/def2-TZVPD).

Structure (XYZ):
```
14
Properties=species:S:1:pos:R:3
C -1.99942 -1.19795 -0.03653
C -0.61804 -0.55803 -0.03768
C 0.41252 -0.49583 -0.99962
C 1.82927 0.03339 -0.37969
O 1.62162 1.47903 -0.07767
C 0.69764 1.95344 0.81784
O 0.47152 3.13867 1.06681
S -0.35378 0.51643 1.50858
H -2.26681 -2.11960 -0.58731
H -2.70787 -0.24382 0.05706
H -2.05416 -1.30845 1.27728
H 0.35288 -0.89711 -2.00522
H 2.46302 0.24462 -1.17368
H 2.15161 -0.54479 0.56983
```

## Properties
Total charge ... 0
HOMO level ... -9.1 eV
SMILES ... CC1=CCOC(=O)S1
Orbital gap ... 9.71 eV
Multiplicity ... 1



## Q
Entry from the Open Molecules 2025 dataset: 2 unconnected molecules or ions with the total composition C5H6O2S (wB97M-V/def2-TZVPD).

Structure (XYZ):
```
14
Properties=species:S:1:pos:R:3
C 0.66666 1.30325 -0.21375
C -0.03837 1.79801 -1.11504
C 1.24168 1.18432 1.25090
C 1.07301 0.04068 0.37952
C -1.31069 -0.93573 -0.93605
O -1.19475 -0.40962 1.60824
O 0.04492 -2.28982 0.85959
S -0.39506 -1.00322 0.57711
H 2.15878 1.52306 1.39661
H 0.58361 1.49148 2.08305
H 2.30990 -0.78575 -0.41555
H -2.13225 -1.59404 -1.03668
H -1.80198 0.00486 -0.86660
H -0.63633 -0.90080 -1.64768
```

## Properties
Total charge ... 0
HOMO level ... -10.4 eV
Orbital gap ... 9.33 eV
Multiplicity ... 1



Result of the stability comparison: Q is the least stable of them.



## P
Entry from the Open Molecules 2025 dataset: a single C3H2N2O3 molecule (wB97M-V/def2-TZVPD).

Structure (XYZ):
```
10
Properties=species:S:1:pos:R:3
O 1.65686 -1.44864 -0.06718
C 0.61951 -0.78142 -0.13232
O -0.55545 -1.34100 0.08794
C -1.76082 -0.51441 0.08507
N -1.68541 0.72666 0.00382
N -0.59194 1.34760 -0.19877
C 0.39197 0.63560 -0.08479
O 1.48179 1.50093 0.16443
H -2.64348 -1.22214 0.29416
H 2.41546 0.97347 0.38131
```

## Properties
Total charge ... 0
HOMO level ... -10.2 eV
SMILES ... O=c1ocnnc1O
Orbital gap ... 9.48 eV
Multiplicity ... 1



## Q
Entry from the Open Molecules 2025 dataset: a molecular structure, C3H2N2O3 (wB97M-V/def2-TZVPD).

Structure (XYZ):
```
10
Properties=species:S:1:pos:R:3
C -0.76304 -0.48034 1.09121
C -0.11094 0.03212 -0.17923
C 0.69276 0.31121 -2.02487
H -0.43014 -0.82632 3.19196
H 0.82877 0.20263 -3.15571
N -0.41443 -0.20865 -1.36172
N 1.41591 1.08096 -1.22327
O -0.02811 -0.29656 2.37108
O -1.74356 -1.20040 0.76856
O 0.98147 0.91440 -0.04764
```

## Properties
Total charge ... 0
HOMO level ... -10.8 eV
Orbital gap ... 10.38 eV
Multiplicity ... 1



Result of the stability comparison: P is the least stable of them.



## P
Entry from the Open Molecules 2025 dataset: a single C2H7NO3S molecule (wB97M-V/def2-TZVPD).

Structure (XYZ):
```
14
Properties=species:S:1:pos:R:3
C -1.15856 1.70295 -0.33671
C 0.23599 1.16458 0.02362
O 0.36277 -0.09698 -0.57912
S -0.01602 -1.42725 0.24865
N 1.37062 -2.32198 0.16744
O -0.27784 -1.05590 1.59067
O -1.03882 -2.09227 -0.49098
H -1.45267 2.61808 0.25376
H -1.24959 1.99788 -1.40668
H -1.84065 0.87573 -0.11301
H 0.34183 1.09841 1.11567
H 1.02189 1.84890 -0.38261
H 2.06860 -1.79732 0.71392
H 1.63246 -2.51482 -0.80461
```

## Properties
Total charge ... 0
HOMO level ... -10.9 eV
SMILES ... CCOS(N)(=O)=O
Orbital gap ... 11.33 eV
Multiplicity ... 1



## Q
Entry from the Open Molecules 2025 dataset: a molecular structure, C2H7NO3S (wB97M-V/def2-TZVPD).

Structure (XYZ):
```
14
Properties=species:S:1:pos:R:3
C -1.79424 0.46359 -0.16149
C -1.00678 -0.84820 0.06639
H -2.87073 0.25594 -0.37255
H -1.70940 1.01520 0.98794
H -1.60233 1.37490 -1.01910
H -0.84255 -1.39030 -0.99565
H -1.43045 -1.49940 0.87696
H 2.61682 -0.57433 1.17666
H 2.84816 1.23134 0.73158
N 2.50700 0.22246 0.46738
O 0.26377 -0.36177 0.73090
O 1.20479 -1.15024 -1.26374
O 0.62397 1.29291 -0.86367
S 1.19199 -0.03210 -0.36162
```

## Properties
Total charge ... 0
HOMO level ... -10.2 eV
Orbital gap ... 10.61 eV
Multiplicity ... 1



Result of the stability comparison: Q is the least stable of them.



## P
Entry from the Open Molecules 2025 dataset: 2 unconnected molecules or ions with the total composition C3H8O2 (wB97M-V/def2-TZVPD).

Structure (XYZ):
```
13
Properties=species:S:1:pos:R:3
C -0.74456 0.87960 -1.39012
C -1.55508 0.98303 -0.13850
O -2.74014 1.18140 -0.13619
H 0.30455 0.66774 -1.23820
H -1.18585 0.19809 -2.11175
H -0.77710 1.85249 -1.89000
H -1.01625 0.88646 0.82201
C 1.21121 -0.92606 1.32173
O 1.20961 -1.16926 -0.09936
H 1.40660 0.13210 1.49817
H 1.94795 -1.54136 1.81578
H 0.21602 -1.16443 1.70521
H 1.72304 -1.97982 -0.15880
```

## Properties
Total charge ... 0
HOMO level ... -9.7 eV
SMILES ... CC=O.CO
Orbital gap ... 10.41 eV
Multiplicity ... 1



## Q
Entry from the Open Molecules 2025 dataset: 2 unconnected molecules or ions with the total composition C3H8O2 (wB97M-V/def2-TZVPD).

Structure (XYZ):
```
13
Properties=species:S:1:pos:R:3
C -1.74145 -0.02035 0.46415
C -0.39492 0.09641 1.18086
C 0.69339 -0.46577 0.68540
O 2.00031 -0.35480 1.04735
H -2.41946 0.72972 0.86658
H -1.57239 0.09658 -0.59040
H -2.18697 -1.01356 0.53560
H -0.36335 0.77461 2.02985
H 0.62551 -1.15013 -0.15059
H 2.16338 0.27961 1.76381
O 1.31727 0.33817 -2.32047
H 1.01215 -0.42183 -2.83732
H 0.86654 1.11133 -2.67480
```

## Properties
Total charge ... 0
HOMO level ... -8.4 eV
SMILES ... C/C=C/O.O
Orbital gap ... 9.25 eV
Multiplicity ... 1



## R
Entry from the Open Molecules 2025 dataset: 2 unconnected molecules or ions with the total composition C3H8O2 (wB97M-V/def2-TZVPD).

Structure (XYZ):
```
13
Properties=species:S:1:pos:R:3
C -1.13005 -1.62677 -2.18116
O -1.97649 -2.46691 -2.18675
H -0.05418 -1.83130 -1.99223
H -1.35899 -0.57992 -2.41434
C 0.56785 0.36549 1.79210
C 0.52713 1.31794 0.62686
O -0.13971 0.73661 -0.51593
H -0.43252 0.02044 2.06461
H 1.00782 0.73185 2.72257
H 1.12286 -0.56857 1.63426
H -0.05575 2.21786 0.83557
H 1.50258 1.68330 0.31902
H 0.41945 0.00000 -0.70458
```

## Properties
Total charge ... 0
HOMO level ... -10.1 eV
SMILES ... C=O.CCO
Orbital gap ... 10.92 eV
Multiplicity ... 1



Result of the stability comparison: R is the least stable of them.



## P
Entry from the Open Molecules 2025 dataset: a single C3H8O2 molecule (wB97M-V/def2-TZVPD).

Structure (XYZ):
```
13
Properties=species:S:1:pos:R:3
C -0.79068 1.39757 -1.10509
O 0.60357 1.04191 -0.94900
C 0.71561 0.29480 0.27963
O 0.05336 -0.94529 0.16599
C -0.35779 -1.72391 1.32688
H -1.49305 0.72467 -1.64038
H -1.35458 1.77123 -0.10574
H -0.67780 2.15712 -1.79099
H 0.27864 0.64798 1.27506
H 1.64860 0.00723 0.70989
H -1.18140 -2.36280 0.95313
H -0.49672 -1.03631 2.35477
H 0.61806 -2.49281 1.49987
```

## Properties
Total charge ... 0
HOMO level ... -9.5 eV
SMILES ... COCOC
Orbital gap ... 10.55 eV
Multiplicity ... 1



## Q
Entry from the Open Molecules 2025 dataset: 2 unconnected molecules or ions with the total composition C3H8O2 (wB97M-V/def2-TZVPD).

Structure (XYZ):
```
13
Properties=species:S:1:pos:R:3
O 1.24810 0.19273 -0.35628
C -0.00530 0.48584 -0.98855
C -0.96709 -0.66664 -0.76961
C -0.13499 0.25110 2.42257
O 0.53828 -0.79841 2.03521
H 1.85083 0.93022 -0.51202
H 0.16334 0.60530 -2.06464
H -0.41591 1.42779 -0.59309
H -0.54126 -1.59746 -1.15617
H -1.90188 -0.46236 -1.29830
H 0.23788 1.07623 1.74620
H -1.19897 -0.80682 0.28087
H 1.12698 -0.63751 1.25382
```

## Properties
Total charge ... 0
HOMO level ... -8.4 eV
Orbital gap ... 8.94 eV
Multiplicity ... 1



Result of the stability comparison: Q is the least stable of them.



## P
Entry from the Open Molecules 2025 dataset: a molecular structure, C3H8O2 (wB97M-V/def2-TZVPD).

Structure (XYZ):
```
13
Properties=species:S:1:pos:R:3
O 0.26382 -1.31765 -0.63543
C 1.03795 -0.12804 -0.49639
C 0.11975 1.05071 -0.27741
C -1.14994 0.26734 1.30702
O -2.02936 -0.41015 0.55692
H 0.86301 -2.05192 -0.81114
H 1.63528 0.03399 -1.40908
H 1.74018 -0.22488 0.34552
H -0.60714 1.14788 -1.08888
H 0.70724 1.97059 -0.17701
H -0.30978 -0.36005 1.64016
H -0.67993 1.27620 0.78331
H -1.58624 -1.17959 0.15636
```

## Properties
Total charge ... 0
HOMO level ... -7.8 eV
Orbital gap ... 8.37 eV
Multiplicity ... 1



## Q
Entry from the Open Molecules 2025 dataset: 2 unconnected molecules or ions with the total composition C3H8O2 (wB97M-V/def2-TZVPD).

Structure (XYZ):
```
13
Properties=species:S:1:pos:R:3
C -1.01113 -1.60989 -1.98799
O -1.70575 -2.55927 -1.74739
H 0.02987 -1.66927 -1.76262
H -1.35201 -0.49074 -2.19901
C 0.78371 0.21318 1.58903
C 0.48284 1.27435 0.54028
O -0.06460 0.59778 -0.70670
H -0.11894 -0.32333 1.74705
H 1.22751 0.62841 2.57796
H 1.66213 -0.27760 1.17021
H -0.30519 1.92386 0.92094
H 1.33610 1.96004 0.24760
H -0.96454 0.33248 -0.38936
```

## Properties
Total charge ... 0
HOMO level ... -9.9 eV
SMILES ... C=O.CCO
Orbital gap ... 10.65 eV
Multiplicity ... 1



## R
Entry from the Open Molecules 2025 dataset: 2 unconnected molecules or ions with the total composition C3H8O2 (wB97M-V/def2-TZVPD).

Structure (XYZ):
```
13
Properties=species:S:1:pos:R:3
C -1.49344 -0.79124 1.32410
C -0.88652 -0.10579 0.35740
C -1.24352 -0.28011 -1.12956
O 0.19382 0.70292 0.67219
H -1.90470 -1.77322 1.12563
H -1.54964 -0.43904 2.34846
H -1.95054 -1.09785 -1.16091
H -0.29615 -0.46768 -1.63706
H -1.67788 0.67734 -1.42512
H 0.11064 1.49340 0.14784
O 2.71883 0.41595 -0.86092
H 1.98081 -0.08761 -0.48746
H 3.42471 -0.22554 -0.81169
```

## Properties
Total charge ... 0
HOMO level ... -9.0 eV
SMILES ... C=C(C)O.O
Orbital gap ... 9.78 eV
Multiplicity ... 1



Result of the stability comparison: P is the least stable of them.